Below is a structure of composition C7H19InP at a distorted geometry, with properties calculated with the ωB97M-V functional and the def2-TZVPD basis.

Structure (ORCA input):
```
! RIJCOSX wB97M-V def2-TZVPD def2/J DEFGRID3
* xyz -1 1
In -0.343 1.396 -1.043
P 2.176 0.915 -1.371
C 2.227 -0.678 -2.437
C -2.679 -1.492 1.921
C 2.792 0.597 0.427
C -2.514 -0.175 0.906
C -1.162 -0.457 0.021
C 4.327 1.095 0.713
C -3.863 0.000 -0.058
H -2.364 0.814 1.540
H -1.349 -1.279 -0.801
H 1.553 -0.606 -3.420
H -3.811 -1.820 2.018
H -2.176 -1.278 2.979
H 3.327 -1.013 -2.670
H -3.766 0.993 -0.677
H 2.096 1.232 1.159
H -3.873 -0.965 -0.757
H -4.864 -0.028 0.566
H -0.330 -0.897 0.746
H 4.286 2.055 1.417
H 4.928 1.313 -0.270
H 4.907 0.203 1.255
H -1.216 1.649 -2.591
H 2.649 -0.529 0.780
H -2.062 -2.412 1.479
H 1.704 -1.527 -1.782
H -0.599 2.893 -0.050
*
```

HOMO level: -0.12577 Eh
E_LUMO: 3.1928 eV